The molecule C7H9ClIN. Source: the OMol25 dataset; level of theory: the ωB97M-V functional and the def2-TZVPD basis.

Each line ends with the Mulliken charge.
Element x y z (Å)
C 0.17 -2.75 -0.20  -0.452
C 1.40 -1.99 0.06  0.121
C -0.99 -2.13 -0.20  -0.376
C 1.60 -0.72 -0.35  -1.152
C -0.77 0.21 0.29  0.083
C -0.36 2.76 0.29  -1.229
C -0.92 1.48 -0.49  0.000
N -1.13 -0.82 -0.31  -0.315
Cl -0.51 0.38 2.02  -0.191
I 3.04 0.74 0.28  0.056
H 0.11 -3.85 -0.26  0.311
H 2.19 -2.32 0.89  0.229
H -1.88 -2.61 -0.27  0.477
H 0.97 -0.29 -1.02  0.839
H 0.67 2.80 0.15  0.246
H -0.52 2.59 1.33  0.404
H -0.75 3.60 -0.17  0.384
H -0.33 1.25 -1.42  0.274
H -2.01 1.66 -0.63  0.290

Properties
net charge: 0
HOMO level: -8.15 eV
ΔE to the lowest compared entry with this formula, charge and spin: 23.1 kcal per mole
SMILES: CC/C(Cl)=N/C=C\C=C\I
frontier orbital gap: 8.44 eV